Entry 1:
{"formula": "C3H4BrF", "method": "ωB97M-V with the def2-TZVPD basis set", "largest_force_ev_per_a": 5.11, "e_above_lowest_kj_mol": 80.73, "homo_lumo_gap_ev": 10.93, "e_homo_ev": -10.18, "smiles": "C=C(F)CBr", "species": ["C", "C", "F", "C", "Br", "H", "H", "H", "H"], "xyz": [[-0.704, 0.985, -0.666], [-0.533, -0.224, -0.191], [-1.444, -1.215, -0.527], [0.794, -1.027, 0.282], [2.406, -0.035, -0.138], [-1.551, 1.181, -1.133], [0.116, 1.633, -0.410], [0.723, -1.330, 1.405], [0.970, -1.976, -0.301]], "lowdin_charge": [0.06, -0.36, -0.02, -0.54, 0.62, 0.03, 0.05, 0.09, 0.06]}

=====

Entry 2:
{"formula": "C2H5NP2", "method": "ωB97M-V with the def2-TZVPD basis set", "largest_force_ev_per_a": 4.58, "e_above_lowest_kj_mol": 132.62, "homo_lumo_gap_ev": 8.35, "e_homo_ev": -9.23, "smiles": "[H]/N=P/C(C)=P\\[H]", "species": ["H", "N", "P", "C", "C", "P", "H", "H", "H", "H"], "xyz": [[0.394, -2.828, 0.917], [0.370, -1.899, 0.760], [-0.640, -1.430, -0.360], [-0.196, 0.419, -0.562], [0.674, 0.967, 0.534], [-1.126, 1.274, -1.660], [-1.947, 0.280, -2.003], [1.029, 0.082, 0.885], [1.377, 1.746, 0.198], [0.065, 1.390, 1.292]], "lowdin_charge": [-0.10, -0.29, 0.81, -0.90, -0.21, 0.81, -0.23, -0.03, 0.09, 0.06]}

=====

Entry 3:
{"formula": "C14H12BCl2N", "method": "ωB97M-V with the def2-TZVPD basis set", "largest_force_ev_per_a": 3.71, "homo_lumo_gap_ev": 7.71, "e_homo_ev": -9.64, "species": ["Cl", "C", "C", "C", "C", "C", "C", "C", "C", "C", "Cl", "C", "C", "C", "C", "H", "H", "H", "H", "H", "H", "H", "H", "H", "H", "B", "H", "H", "C", "N"], "xyz": [[-0.493, -6.833, 3.770], [-0.111, -5.420, 4.666], [-0.333, -5.375, 6.042], [-0.030, -4.228, 6.748], [0.449, -3.046, 6.121], [0.364, -1.789, 6.888], [1.327, -0.679, 6.751], [1.557, 0.122, 7.891], [2.123, 1.399, 7.826], [2.548, 1.879, 6.568], [3.252, 3.443, 6.464], [2.382, 1.111, 5.438], [1.818, -0.177, 5.508], [0.706, -3.130, 4.728], [0.405, -4.305, 4.007], [-0.690, -6.270, 6.553], [-0.153, -4.211, 7.839], [-0.036, -1.904, 7.874], [1.289, -0.285, 8.872], [2.293, 1.979, 8.706], [2.753, 1.478, 4.467], [1.758, -0.764, 4.611], [1.125, -2.298, 4.184], [0.628, -4.355, 2.942], [-0.933, -1.227, 6.482], [-1.977, -0.552, 5.989], [-2.706, -0.208, 6.876], [-1.638, 0.265, 5.168], [-2.903, -1.693, 5.068], [-3.597, -2.388, 4.438]], "lowdin_charge": [0.71, -0.67, -0.09, -0.02, -0.19, -0.01, -0.19, -0.02, -0.07, -0.68, 0.70, -0.09, 0.01, 0.01, -0.07, 0.11, 0.12, 0.12, 0.12, 0.10, 0.12, 0.08, 0.09, 0.11, 0.05, -0.22, 0.02, 0.03, -0.23, 0.05]}